{"formula": "C20H23NO4", "method": "the ωB97M-V functional and the def2-TZVPD basis", "e_tot_ev": -30789.903, "gap_ev": 9.452, "e_above_lowest_kj_mol": 509.5, "charge": 0, "molar_mass_g_mol": 341.41, "symbols": ["C", "O", "N", "C", "C", "C", "C", "O", "O", "C", "C", "C", "O", "C", "C", "C", "C", "C", "C", "C", "C", "C", "C", "C", "C", "H", "H", "H", "H", "H", "H", "H", "H", "H", "H", "H", "H", "H", "H", "H", "H", "H", "H", "H", "H", "H", "H", "H"], "coordinates": [[-2.3478, 6.3873, -3.1851], [-2.2482, 6.2247, -1.7764], [-1.9376, 4.8946, -1.4512], [-1.7455, 4.6703, -0.1812], [-1.1934, 3.3681, 0.2511], [-1.5218, 2.9053, 1.7022], [-2.0476, 1.4938, 1.8777], [-2.7439, 1.3091, 2.8401], [-1.6621, 0.5557, 0.9883], [-2.0835, -0.8082, 1.2280], [-1.2484, -1.7213, 0.3681], [-1.6790, -2.4875, -0.6747], [-0.5938, -3.0798, -1.2619], [0.5338, -2.6198, -0.6392], [1.9383, -2.9884, -1.0801], [2.2401, -4.4452, -0.8267], [1.6829, -5.4333, -1.6102], [1.9740, -6.7841, -1.3571], [2.8300, -7.1494, -0.3122], [3.4098, -6.1607, 0.4706], [3.0734, -4.8111, 0.2132], [0.1913, -1.8109, 0.4020], [-0.0748, 3.2597, 1.2893], [0.5042, 4.5326, 1.8922], [0.8926, 2.1207, 1.1963], [-2.9851, 5.5784, -3.5916], [-1.3564, 6.3558, -3.7082], [-2.8392, 7.3327, -3.3611], [-1.9022, 5.4299, 0.5419], [-1.2432, 2.6001, -0.5277], [-2.0489, 3.6376, 2.3168], [-1.9502, -1.1124, 2.2822], [-3.1420, -0.8696, 0.9638], [-2.7043, -2.6213, -1.0277], [2.0521, -2.7942, -2.1362], [2.6554, -2.3066, -0.6425], [0.9710, -5.2260, -2.4094], [1.5153, -7.5444, -1.9557], [3.0773, -8.1828, -0.0699], [4.0977, -6.4560, 1.2885], [3.3942, -4.0784, 0.8887], [0.7621, -1.2528, 1.1409], [1.1663, 4.2490, 2.7431], [-0.2888, 5.2375, 2.2482], [1.1098, 5.0245, 1.1354], [1.8708, 2.4930, 0.8884], [1.0280, 1.6523, 2.1876], [0.6173, 1.4316, 0.4416]], "forces_ev_per_angstrom": [[0.22, -1.22, -0.47], [-0.02, -0.28, 0.83], [0.72, -0.35, 1.21], [0.21, 0.20, -2.71], [-0.25, -0.20, 0.50], [0.49, -0.35, -1.82], [0.56, 1.23, 0.83], [-0.47, -1.02, 0.01], [0.14, 0.35, 0.29], [0.04, -0.66, 0.05], [-0.35, 0.47, -0.47], [0.45, 0.65, 1.11], [0.13, 0.04, -0.51], [0.57, 0.73, 1.07], [-1.25, -0.46, -0.44], [0.32, 0.31, 0.19], [-0.22, -1.49, -0.34], [0.20, 0.62, 0.55], [0.21, 0.17, -0.06], [-0.21, 0.59, 0.05], [0.07, -1.86, 0.03], [-1.03, 0.09, -0.15], [-1.58, 0.20, 0.19], [-0.38, -0.20, 0.57], [0.93, 0.64, 0.52], [0.33, 0.39, 0.06], [-0.70, 0.05, 0.61], [0.01, 0.29, 0.09], [-0.11, 0.89, 0.60], [0.15, 0.18, 0.40], [0.16, -0.44, -0.10], [-0.15, 0.61, -0.32], [0.08, -0.15, 0.15], [0.77, -0.37, -0.23], [-0.19, -0.02, -0.57], [-0.03, -0.02, 0.61], [0.27, 0.24, 0.15], [-0.18, -0.27, -0.26], [-0.24, 0.13, -0.36], [-0.58, 0.45, -0.56], [0.72, 1.09, 0.73], [0.32, -0.38, -0.49], [-0.52, 0.35, -0.47], [0.74, -0.56, -0.26], [0.12, 0.20, 0.01], [0.11, 0.15, 0.07], [-0.13, -0.03, -0.47], [-0.45, -0.99, -0.42]], "nbo_charge": [-0.249, -0.406, -0.134, 0.045, -0.255, -0.328, 0.804, -0.594, -0.520, -0.091, -0.124, 0.089, -0.416, 0.323, -0.462, -0.047, -0.153, -0.220, -0.223, -0.202, -0.202, -0.324, 0.001, -0.606, -0.612, 0.185, 0.175, 0.193, 0.179, 0.251, 0.240, 0.210, 0.201, 0.213, 0.231, 0.236, 0.209, 0.211, 0.214, 0.216, 0.203, 0.233, 0.219, 0.213, 0.219, 0.213, 0.212, 0.232]}